Density functional theory data (wB97M-V/def2-TZVPD) for a structure of composition C34H45GdN7 in a non-equilibrium geometry.

Computed properties:
total energy	-2471.125119	hartree
E_HOMO (alpha / beta)	-0.041 / -0.097	hartree
strongest force on any atom	8.8	eV/Å
charge	-1
relative energy (zero: lowest compared OMol25 entry of this formula, charge and spin)	0.6349	eV
LUMO (alpha / beta)	2.575 / 2.535	eV
multiplicity	8

```
87
C34H45GdN7, DFT wB97M-V/def2-TZVPD
Gd -0.5582 -0.4386 -0.2747
N 0.4408 -3.1728 3.0008
N -0.8112 -2.2882 -2.1669
C 0.6240 1.9695 -0.3485
C 1.6357 1.0035 -0.0394
C 1.5144 0.6968 1.3482
C 2.3750 -0.2247 2.1152
H 3.1992 -0.6025 1.5057
H 1.7605 -1.2244 2.3945
H 2.7348 0.1951 3.0568
C 0.4063 1.4009 1.8774
C -0.0288 1.3441 3.3011
H 0.6327 1.9399 3.9522
H -0.0167 0.3146 3.6915
H -1.0478 1.7322 3.4318
C -0.1222 2.2209 0.8436
C -1.1453 3.2882 0.9945
H -1.7838 3.1257 1.8720
H -1.7958 3.3372 0.1109
H -0.6945 4.2896 1.1089
C 2.6565 0.4524 -0.9782
H 3.5766 1.0589 -0.9562
H 2.3005 0.4484 -2.0192
H 2.9281 -0.5807 -0.7194
C 0.4409 2.6456 -1.6602
H -0.6173 2.8711 -1.8561
H 0.7905 2.0099 -2.4844
H 1.0008 3.5946 -1.7207
C -0.4109 -3.7433 3.8065
H -0.1655 -3.5772 4.8584
C -1.4650 -4.5482 3.2900
H -2.0419 -5.1324 4.0338
C -1.6627 -4.6159 1.8856
H -2.4951 -5.2967 1.5453
C -0.8211 -3.8670 1.0207
H -0.9983 -3.9309 -0.0669
C 0.1702 -2.9698 1.6852
C 1.2248 -1.9714 1.4577
H 1.6545 -2.4427 0.5087
C -0.8937 -1.0412 -2.5803
C 0.2077 -2.9594 -2.9348
H 0.7709 -3.8287 -2.4904
C 0.1560 -2.3336 -4.1414
H 0.4396 -2.7088 -5.1386
N -0.5372 -1.1476 -3.8955
C -0.5763 0.0711 -4.5596
C 0.5732 0.3940 -5.2751
C 0.4345 1.5350 -6.0337
H 1.2168 1.7664 -6.7735
C -0.7139 2.3391 -5.8879
C -0.8803 3.5082 -6.7887
H -1.4043 4.3030 -6.2466
H -1.4761 3.2144 -7.6652
H 0.1114 3.8352 -7.1144
C -1.7406 2.0481 -4.9638
H -2.6458 2.6865 -4.8875
C -1.6573 0.9114 -4.2063
C -2.7203 0.5866 -3.1961
H -2.8665 -0.4836 -2.9901
H -3.6851 0.9545 -3.5834
H -2.6222 1.1053 -2.2156
C 1.8124 -0.4358 -5.2231
H 1.6670 -1.4709 -5.5459
H 2.3285 -0.4679 -4.2493
H 2.5248 -0.0096 -5.9384
C -3.7010 0.7753 1.2460
N -2.8390 -0.4537 1.0141
C -3.5890 -1.3298 0.0260
N -4.9517 -1.6733 0.4718
C -5.7304 -0.4273 0.6882
N -5.0741 0.4527 1.6803
C -5.0026 -0.3024 2.9540
N -4.1976 -1.5427 2.7942
C -2.8438 -1.2113 2.3246
C -4.8743 -2.3771 1.7749
H -3.7526 1.3494 0.3108
H -3.2294 1.3813 2.0326
H -3.0179 -2.2622 -0.1165
H -3.6508 -0.7828 -0.9273
H -6.7188 -0.7179 1.0752
H -5.8318 0.1063 -0.2679
H -4.5446 0.3383 3.7201
H -6.0224 -0.5910 3.2465
H -2.2822 -2.1449 2.1697
H -2.3400 -0.6013 3.0864
H -5.9002 -2.5797 2.1172
H -4.3169 -3.3173 1.6473
```

***

Density functional theory data (wB97M-V/def2-TZVPD) for a cluster of 2 separate species, C4H9NO2 in total.

Computed properties:
total energy	-363.022455	hartree
E_HOMO	-0.369	hartree
strongest force on any atom	0.5	eV/Å
relative energy (zero: lowest compared OMol25 entry of this formula, charge and spin)	1.7165	eV
LUMO	1.044	eV

```
16
C4H9NO2, DFT wB97M-V/def2-TZVPD
H 1.6813 -1.0852 -0.6003
N 0.8900 -0.6257 -0.1393
C 0.0147 -1.4829 0.1988
C 0.0640 -2.9681 -0.0181
H -0.8764 -1.0896 0.6987
H 0.9941 -3.2736 -0.5092
H -0.0219 -3.4976 0.9378
H -0.7842 -3.2845 -0.6361
C -0.0272 2.6714 -0.8418
O 0.4386 2.4581 0.4911
C -0.3214 1.6478 1.2219
O -1.4004 1.2110 0.9032
H 0.6635 3.3883 -1.2862
H -0.0056 1.7232 -1.3855
H -1.0450 3.0692 -0.8356
H 0.1703 1.4558 2.1858
```

***

Density functional theory data (wB97M-V/def2-TZVPD) for an isolated molecule of C4H7NS2 in a non-equilibrium geometry.

Computed properties:
total energy	-1007.724454	hartree
E_HOMO	-0.296	hartree
strongest force on any atom	1.1	eV/Å
relative energy (zero: lowest compared OMol25 entry of this formula, charge and spin)	0.2666	eV
LUMO	0.206	eV

```
14
C4H7NS2, DFT wB97M-V/def2-TZVPD
C -1.4071 0.3427 2.5233
S -1.5148 0.6874 0.7670
C -0.0050 0.0129 0.1243
S 1.0765 -0.7558 1.0964
C 0.0405 0.1881 -1.3129
C 1.1045 -0.2864 -2.0228
N 1.2884 -0.1754 -3.3470
H -0.5530 0.9062 2.9446
H -1.3967 -0.7329 2.7976
H -2.2489 0.8677 2.9797
H -0.8023 0.7357 -1.7279
H 1.9207 -0.8062 -1.5083
H 2.0732 -0.5488 -3.8727
H 0.6045 0.3566 -3.8709
```

***

Density functional theory data (wB97M-V/def2-TZVPD) for a cluster of 3 separate species, C30H61Br2F3N3O7 in total in a non-equilibrium geometry.

Computed properties:
total energy	-7317.870942	hartree
E_HOMO	-0.372	hartree
strongest force on any atom	1.5	eV/Å
charge	+1
LUMO	-3.104	eV

```
106
C30H61Br2F3N3O7, DFT wB97M-V/def2-TZVPD
C 8.9276 -5.1895 2.4143
O 9.8895 -4.4001 1.7495
C 9.5719 -3.9690 0.4438
C 8.9785 -2.5481 0.3638
C 8.1150 -2.1332 1.5578
C 6.6428 -2.5699 1.4218
C 5.9576 -2.9401 2.7495
C 4.4771 -2.5140 2.8263
C 3.5695 -3.5577 3.4813
C 2.0431 -3.3812 3.2728
C 1.5643 -2.3768 2.2117
C 1.3353 -2.9378 0.8001
C 2.5298 -3.2115 -0.1188
C 3.3562 -2.0054 -0.6481
C 3.0061 -0.6235 -0.0932
C 3.6834 0.4912 -0.9108
F 4.6492 -0.0170 -1.7325
Br 2.3803 1.4009 -2.0042
C 4.4212 1.5037 -0.0115
F 5.0003 2.4412 -0.7440
F 5.3887 0.8283 0.6336
Br 3.2673 2.3283 1.2896
C 3.4319 -4.4014 0.3302
N 3.3602 -5.3762 -0.7829
C 2.6832 -4.8271 -1.7863
N 2.7802 -5.2151 -3.0955
N 1.9317 -3.8543 -1.3634
H 8.1484 -5.5380 1.7247
H 8.4509 -4.6296 3.2269
H 9.4216 -6.0636 2.8449
H 8.9139 -4.7018 -0.0459
H 10.5099 -3.9827 -0.1176
H 8.3771 -2.4988 -0.5534
H 9.7936 -1.8342 0.2289
H 8.1363 -1.0414 1.6058
H 8.5395 -2.5313 2.4800
H 6.0893 -1.7599 0.9319
H 6.6094 -3.4267 0.7316
H 6.5161 -2.4774 3.5668
H 6.0133 -4.0248 2.8893
H 4.1316 -2.2455 1.8217
H 4.4218 -1.5889 3.4115
H 3.7621 -3.5295 4.5571
H 3.8858 -4.5579 3.1654
H 1.5951 -3.0875 4.2233
H 1.6050 -4.3576 3.0341
H 2.1899 -1.4841 2.2037
H 0.5802 -2.0209 2.5305
H 0.8375 -3.9069 0.9263
H 0.6292 -2.3026 0.2550
H 3.2436 -1.9630 -1.7346
H 4.4190 -2.1933 -0.4746
H 3.3678 -0.5338 0.9320
H 1.9319 -0.4530 -0.0807
H 3.0170 -4.8715 1.2201
H 4.4635 -4.1049 0.5117
H 4.2255 -5.8056 -1.0859
H 2.3871 -6.0769 -3.4360
H 3.3093 -4.6418 -3.7323
H 1.3982 -3.3135 -2.0313
C -5.9896 1.5492 -0.0094
O -4.6011 1.6899 0.2001
C -3.9439 0.5102 0.6060
C -2.5891 0.3831 -0.0549
O -2.6283 0.1023 -1.4436
C -3.0005 1.1404 -2.3399
C -1.9633 2.2267 -2.5056
O -1.8986 3.0685 -1.3708
C -0.5912 3.4876 -1.0557
H -6.5407 1.4961 0.9351
H -6.3250 2.4308 -0.5528
H -6.2148 0.6593 -0.6074
H -4.5476 -0.3742 0.3707
H -3.7870 0.5343 1.6938
H -2.1049 -0.4920 0.3903
H -1.9737 1.2588 0.1657
H -3.9702 1.5702 -2.0836
H -3.0971 0.6430 -3.3077
H -2.2260 2.8246 -3.3883
H -0.9883 1.7554 -2.6888
H 0.0793 2.6213 -1.0549
H -0.6154 3.9239 -0.0585
H -0.2114 4.2369 -1.7602
C -7.0473 4.6569 -3.0921
O -8.3825 4.9672 -2.7816
C -9.1335 3.8699 -2.2970
C -10.0384 4.2623 -1.1517
O -9.3602 4.5567 0.0562
C -8.6681 5.7886 0.1679
C -9.5548 7.0083 0.2737
O -10.1515 7.3241 -0.9689
C -11.4505 7.8594 -0.8647
H -6.9674 4.0825 -4.0231
H -6.5057 5.5937 -3.2144
H -6.5704 4.0860 -2.2866
H -8.4669 3.0645 -1.9650
H -9.7613 3.4770 -3.1083
H -10.6461 3.3837 -0.9199
H -10.7133 5.0671 -1.4497
H -7.9370 5.9179 -0.6335
H -8.1234 5.7110 1.1118
H -8.9307 7.8508 0.6028
H -10.3228 6.8321 1.0360
H -12.0761 7.2613 -0.1926
H -11.8892 7.8427 -1.8608
H -11.4373 8.8941 -0.5038
```

***

Density functional theory data (wB97M-V/def2-TZVPD) for a cluster of 2 separate species, C3H13N3O in total.

Computed properties:
total energy	-361.489821	hartree
E_HOMO	-0.317	hartree
strongest force on any atom	0.6	eV/Å
relative energy (zero: lowest compared OMol25 entry of this formula, charge and spin)	3.6637	eV
LUMO	0.978	eV

```
20
C3H13N3O, DFT wB97M-V/def2-TZVPD
C 1.2671 -0.9728 2.2219
N 1.1243 -0.2222 0.9937
C 0.9843 -1.0523 -0.1932
N 0.2916 0.8824 1.0286
O -0.8774 0.7340 1.8981
H 1.3365 -0.2807 3.0607
H 0.4230 -1.6532 2.4011
H 2.1842 -1.5581 2.1681
H 0.2621 -0.6049 -0.8716
H 1.9558 -1.1183 -0.6857
H 0.6469 -2.0628 0.0545
H 0.7785 1.6393 1.5181
H -1.5026 0.1841 1.3998
C -0.9644 1.0491 -2.5918
N -1.5201 0.3276 -1.4571
H -1.5100 1.9660 -2.8449
H -0.9694 0.3941 -3.4630
H 0.0642 1.3158 -2.3616
H -2.4936 0.1002 -1.6330
H -1.4810 0.9326 -0.6428
```

***

Density functional theory data (wB97M-V/def2-TZVPD) for a cluster of 5 separate species, C22H41F5IO18S5 in total.

Computed properties:
total energy	-5005.187229	hartree
E_HOMO	-0.185	hartree
strongest force on any atom	0.9	eV/Å
charge	-1
LUMO	1.471	eV

```
92
C22H41F5IO18S5, DFT wB97M-V/def2-TZVPD
O -2.7342 -7.4644 -0.7056
C -1.5452 -7.2333 -0.9813
O -0.6419 -7.9612 -1.3979
C -1.0974 -5.7581 -0.7284
C -2.2572 -4.8196 -0.3921
C -1.6858 -3.4712 -0.8947
C -0.6184 -2.9692 0.1077
C 0.7727 -2.7122 -0.4863
C 1.8572 -2.6922 0.5855
I 1.5924 -1.1230 1.9879
S -2.9028 -2.1543 -1.0922
O -2.5826 -1.3146 -2.2083
O -3.1530 -1.5220 0.1797
C -4.5588 -2.9151 -1.5433
F -5.1939 -1.9191 -2.1851
F -4.4300 -3.9351 -2.3943
C -5.4691 -3.3259 -0.3410
F -6.3452 -4.2363 -0.7557
F -4.7919 -3.8401 0.6696
F -6.1461 -2.2773 0.1004
C -1.1085 -3.9909 -2.2311
O -1.1084 -3.4647 -3.3118
O -0.5885 -5.2051 -1.9883
H -0.2963 -5.7099 0.0125
H -2.5580 -4.8054 0.6487
H -3.0672 -5.1798 -1.0191
H -0.5350 -3.6895 0.9251
H -0.9538 -2.0407 0.5710
H 0.7733 -1.7373 -0.9800
H 1.0622 -3.4837 -1.2032
H 1.9171 -3.6395 1.1222
H 2.8251 -2.5273 0.1141
O 3.0465 -0.2700 -2.7735
S 3.1532 1.0091 -2.1406
O 2.4230 1.2729 -0.9432
O 2.8352 2.1372 -3.2114
C 1.5894 1.9961 -3.9495
C 0.3760 2.3783 -3.1312
C 4.8499 1.4015 -1.8840
H 1.5154 0.9766 -4.3291
H 1.7098 2.6599 -4.8039
H 0.2062 1.6706 -2.3205
H -0.5069 2.3918 -3.7671
H 0.5055 3.3646 -2.6925
H 5.3956 1.2278 -2.8070
H 5.2040 0.7405 -1.0961
H 4.9240 2.4389 -1.5696
O -0.0294 2.0696 2.0464
S -0.5379 2.9394 3.0585
O -0.9529 2.4045 4.3191
O -1.7113 3.8024 2.4303
C -2.7463 3.0718 1.7181
C -3.7207 2.3813 2.6471
C 0.5893 4.2604 3.3435
H -2.2747 2.3657 1.0342
H -3.2448 3.8318 1.1204
H -3.2433 1.5694 3.1929
H -4.5411 1.9647 2.0629
H -4.1221 3.0867 3.3756
H 0.8782 4.6844 2.3861
H 1.4504 3.8304 3.8501
H 0.1070 5.0009 3.9756
O -1.0260 5.0908 -3.8231
S -1.0200 6.3746 -3.1916
O -1.8168 6.5940 -2.0251
O -1.3597 7.4801 -4.2823
C -2.5496 7.2721 -5.0805
C -3.8224 7.6022 -4.3302
C 0.6348 6.8718 -2.8680
H -2.5534 6.2462 -5.4505
H -2.4190 7.9333 -5.9345
H -3.9995 6.8997 -3.5178
H -4.6694 7.5577 -5.0154
H -3.7651 8.6025 -3.9011
H 1.2265 6.7302 -3.7678
H 0.9986 6.2346 -2.0645
H 0.6312 7.9124 -2.5557
O 3.1836 -3.8748 3.7130
S 3.5482 -4.4582 4.9654
O 2.9048 -4.0259 6.1674
O 5.1259 -4.3223 5.1361
C 5.6848 -3.0033 4.9370
C 5.4571 -2.0859 6.1200
C 3.4738 -6.2112 4.8628
H 5.2783 -2.5806 4.0170
H 6.7472 -3.1814 4.7820
H 4.4023 -1.8433 6.2366
H 6.0105 -1.1579 5.9717
H 5.7962 -2.5585 7.0420
H 3.9935 -6.5327 3.9650
H 2.4196 -6.4744 4.8101
H 3.9264 -6.6328 5.7560
```

***

Density functional theory data (wB97M-V/def2-TZVPD) for a structure of composition C3H2FLiO2Rh in a non-equilibrium geometry.

Computed properties:
total energy	-482.401096	hartree
E_HOMO (alpha / beta)	-0.871 / -0.927	hartree
strongest force on any atom	5.8	eV/Å
charge	+3
relative energy (zero: lowest compared OMol25 entry of this formula, charge and spin)	1.6926	eV
LUMO (alpha / beta)	-16.364 / -17.142	eV
multiplicity	5

```
10
C3H2FLiO2Rh, DFT wB97M-V/def2-TZVPD
O -0.2243 -0.6729 -0.0758
C -0.9708 0.1974 0.5534
O -2.0799 0.3827 -0.0478
Li -2.0719 -1.1319 -1.3202
Rh -2.0389 1.7822 1.3430
C 1.2594 -0.5470 0.1981
C 1.8030 0.6888 -0.3439
H 1.8030 -1.3953 -0.2457
H 1.3726 -0.5068 1.2933
F 1.1479 1.2028 -1.3544
```

***

Density functional theory data (wB97M-V/def2-TZVPD) for a structure of composition C24H33N2O6PdSeSi.

Computed properties:
total energy	-4314.113019	hartree
E_HOMO	-0.182	hartree
strongest force on any atom	0.7	eV/Å
charge	-1
relative energy (zero: lowest compared OMol25 entry of this formula, charge and spin)	0.8705	eV
LUMO	2.588	eV

```
68
C24H33N2O6PdSeSi, DFT wB97M-V/def2-TZVPD
Pd -0.7614 -1.0586 -1.2343
C 1.2441 -1.3121 -1.4409
Si 1.9209 -1.1034 0.2509
C 0.6604 -2.0155 1.2995
N -0.6984 -1.7124 0.7635
C -1.3729 -0.6122 1.5343
C -2.4232 -1.1275 2.5178
C -1.9618 -2.3973 3.2223
C -1.7070 -3.5112 2.1894
C -1.5393 -2.9424 0.7793
C 3.6053 -1.9121 0.5858
C 4.7391 -1.1788 0.9405
C 5.9677 -1.7963 1.1424
C 6.0878 -3.1702 0.9965
C 4.9751 -3.9215 0.6419
C 3.7542 -3.2953 0.4378
C 2.1013 0.6833 0.8047
C 2.0623 1.0285 2.1576
C 2.2588 2.3363 2.5785
C 2.5099 3.3305 1.6425
C 2.5549 3.0090 0.2937
C 2.3485 1.6995 -0.1180
H 1.3488 -2.3443 -1.7970
H 1.6616 -0.6499 -2.2028
H 0.7045 -1.8541 2.3805
H 0.8526 -3.0813 1.1417
H -1.8405 0.0684 0.8303
H -0.5893 -0.0599 2.0558
H -3.3524 -1.3242 1.9774
H -2.6378 -0.3328 3.2361
H -2.7024 -2.7175 3.9581
H -1.0455 -2.1847 3.7815
H -2.5495 -4.2060 2.1611
H -0.8327 -4.0985 2.4787
H -2.4930 -2.6731 0.3309
H -1.0821 -3.6630 0.1015
H 4.6608 -0.1043 1.0646
H 6.8322 -1.2025 1.4149
H 7.0439 -3.6544 1.1546
H 5.0608 -4.9946 0.5192
H 2.9013 -3.8987 0.1424
H 1.8744 0.2616 2.9033
H 2.2160 2.5801 3.6335
H 2.6643 4.3535 1.9644
H 2.7377 3.7822 -0.4425
H 2.3453 1.4715 -1.1769
O -2.4803 1.7093 -0.5706
C -1.5841 2.0874 -1.4785
O -0.4078 1.8609 -1.3722
C -2.1709 2.7983 -2.6909
N -3.6413 2.7711 -2.6453
C -4.1579 4.1364 -2.7765
C -3.0411 4.9788 -2.1727
C -1.7890 4.2880 -2.7148
H -1.7690 2.2644 -3.5527
H -3.3537 1.9067 -0.9776
H -4.0336 2.1175 -3.3090
H -5.1070 4.2416 -2.2488
H -4.3171 4.4220 -3.8245
H -3.0732 4.9095 -1.0828
H -3.1071 6.0304 -2.4512
H -0.8856 4.4813 -2.1391
H -1.6083 4.6042 -3.7438
O -2.1791 -3.1944 -2.8598
Se -2.7761 -1.6845 -2.8323
O -4.1085 -1.4529 -3.7169
O -2.9666 -1.1991 -1.2332
O -1.5480 -0.5709 -3.2037
```